Formula: C81H202N14O
Source: the OMol25 dataset
Level of theory: the ωB97M-V functional and the def2-TZVPD basis

The geometry in XYZ format:
```
298
Properties=species:S:1:pos:R:3:forces:R:3
O -26.9788 6.8762 -2.7975 -0.3530 -0.7373 0.4026
N -25.1941 2.5954 12.4084 0.3840 0.6130 0.7923
N -32.9635 0.8408 2.3418 -0.0409 -0.0603 -0.6550
N -19.5147 -3.5246 -5.0180 -1.1992 -1.0443 -0.0098
N -16.8653 -0.2102 4.2306 0.0983 -0.8564 0.7694
N -16.4833 8.4686 9.7240 1.2731 0.2205 -1.5266
N -30.4590 0.9314 -6.9359 -0.1400 -0.9246 0.1904
N -22.6713 -10.2606 4.3048 1.2510 -0.0089 0.0083
N -30.0246 -6.7561 1.1731 -0.6867 -0.7642 0.3892
N -26.1198 7.5098 -4.7652 1.2623 -1.0708 -2.1010
N -19.2918 15.1126 0.5701 -0.9577 2.1328 -0.0911
N -29.1852 10.4693 6.6273 -1.2132 1.2086 0.2048
N -22.4569 3.9656 0.6258 -0.4178 -1.3157 -0.7371
N -24.7316 11.0359 -8.5431 0.9387 0.2776 0.9127
N -12.5298 10.5021 -6.1636 0.0640 1.2172 1.3454
C -25.3684 1.6609 11.3212 -0.4911 1.0297 -0.8521
C -23.1478 1.5791 0.7974 -0.6748 -0.1735 -0.9723
C -11.4796 9.5387 -6.4734 -0.2308 0.3672 -1.4380
C -27.4502 11.0810 5.1055 1.1386 0.6870 -0.8245
C -27.8231 9.0961 8.2676 0.2317 1.2028 -0.0899
C -20.5461 15.1796 -1.6248 0.1056 -0.3499 -0.2193
C -30.8785 -6.0646 0.2119 0.1038 -0.3067 -0.9577
C -31.0884 2.4276 2.2523 0.3004 0.6365 -0.7798
C -31.0709 2.3444 -8.9014 -0.0224 -0.0057 -0.3283
C -15.3130 9.4277 9.6076 -1.3013 -0.5755 1.1111
C -19.8366 13.8218 0.9920 0.9968 0.7922 -0.2211
C -26.3921 9.6719 -9.8686 0.3373 -0.5537 0.1060
C -23.2361 11.2332 -8.2460 -1.5526 0.0136 -0.7085
C -34.4576 1.8614 0.5517 -0.6108 -0.3541 0.0179
C -30.8962 -0.3746 -7.5156 -1.9465 0.4913 -0.1557
C -18.0875 -5.4717 -5.3225 1.5696 -0.5390 -0.6531
C -28.7508 -4.7872 1.9011 -0.3989 -0.4662 -0.3851
C -26.5981 7.7466 -3.5465 0.4196 0.0697 1.2582
C -19.1373 -1.3425 -6.2184 0.6788 -0.5511 0.3834
C -33.2730 0.9543 0.8880 0.2797 0.6370 0.0822
C -34.5021 -1.0078 2.7580 -0.1146 -0.0365 0.4679
C -25.3377 1.9070 13.6793 0.8509 -0.4403 1.1068
C -15.9332 7.1035 9.8444 -0.1972 0.9795 -0.3149
C -16.9724 6.1984 10.3680 -0.4526 -1.3490 1.4218
C -24.1371 1.0346 14.1707 -0.5922 -0.9375 0.1044
C -29.7368 -5.9058 2.3134 0.4815 0.3288 0.6353
C -16.0447 -2.6219 4.2144 -0.7222 0.5896 0.0938
C -17.4569 -0.1740 5.5734 -0.9095 -0.1825 0.2277
C -17.3080 8.5638 8.4904 1.5273 1.1650 0.0158
C -16.9071 -1.5277 3.5322 1.0659 0.3988 0.1997
C -20.7487 -3.1055 -4.3325 -0.8415 0.4144 0.0114
C -32.0101 -8.1570 2.0633 0.4832 0.0187 -0.0363
C -18.5906 -2.4440 -5.2243 -1.0920 1.0423 -0.7140
C -18.9304 -4.7126 -4.3661 -1.3477 -0.2268 -0.8509
C -23.6780 -11.7886 6.0670 0.7066 -0.9997 0.3648
C -18.3178 9.6819 8.5604 -1.8081 -1.2180 -0.3558
C -13.1758 10.2832 -4.8568 -1.4562 1.0954 -0.0740
C -14.4499 12.0193 -7.0237 0.6506 -0.3891 -0.0719
C -28.7606 9.1178 7.0547 0.3867 0.0659 0.1175
C -16.1172 1.3486 2.4719 -0.0041 0.2558 -0.0674
C -24.0008 3.4920 12.3644 -1.0323 1.0207 1.0706
C -17.2421 0.9103 3.3840 -0.0156 -0.6313 -0.0730
C -25.8412 6.1825 -5.3473 -0.6748 -0.0384 -0.4346
C -32.4447 -0.6803 -7.3756 0.7128 0.4149 0.6049
C -28.1717 11.5245 6.3486 -0.0202 -2.2790 0.0789
C -22.0746 -8.2528 2.8228 0.9092 -0.9481 0.3201
C -31.6211 10.3256 7.1756 0.3086 -0.4678 -0.7202
C -34.1393 0.4363 3.0986 0.4560 -0.6662 -0.6045
C -30.2733 11.0148 7.4489 -1.1616 -0.8760 0.7781
C -21.8465 4.9003 -0.3032 0.7121 -0.1582 0.6549
C -22.6522 10.1558 -7.3755 -0.8401 -0.2559 -0.0130
C -19.1850 15.2649 -0.8736 -0.6784 -0.4308 -0.9427
C -24.2942 4.6854 13.3608 -0.5026 -0.6884 -1.2174
C -22.9584 -9.4450 3.1093 -0.7517 -0.3405 0.1382
C -23.2551 4.5387 1.6983 0.6264 0.7114 0.2776
C -25.9079 2.3863 10.0096 1.2051 -1.0718 0.1230
C -21.3695 -11.0040 4.1924 -0.6804 0.3408 -0.5815
C -20.8943 4.2526 -1.3191 -0.2610 0.2172 -0.1346
C -20.0747 16.2252 1.1780 0.6132 -0.8526 1.1217
C -26.4812 9.1667 -3.1053 -0.4632 1.1137 -0.0029
C -19.0188 -0.4287 5.6585 1.8771 0.2672 -0.9521
C -30.5144 0.9428 -5.4659 1.1182 -1.2242 -0.1064
C -10.5391 9.9966 -7.6386 0.1991 0.1917 0.9940
C -19.3926 17.5803 1.2326 -0.6283 -0.0336 0.2249
C -18.7565 12.7894 0.7596 -0.6388 -1.3221 0.0782
C -25.3420 13.3809 -7.7954 -0.6154 0.0852 -0.7794
C -30.5632 -8.1242 1.5334 -0.3405 1.0213 -0.9658
C -13.9287 9.0026 -4.6246 1.6344 -1.2431 -0.2511
C -21.3375 -12.0636 3.1004 -0.4389 -0.4841 0.1305
C -29.3750 0.0265 -4.9294 -0.6411 0.3459 -0.3532
C -22.3938 5.4390 2.6052 -0.6026 0.2868 0.1794
C -32.3757 2.0163 2.9352 1.3338 0.1268 0.3345
C -25.3386 12.3289 -8.9465 0.3827 -0.1388 0.9666
C -14.8300 9.7631 11.0047 -0.1277 0.1183 -0.0286
C -23.7929 -11.0849 4.7246 -0.7110 0.9780 0.4539
C -13.4892 10.7888 -7.2332 -0.4783 0.2870 0.4706
C -31.2105 2.0556 -7.4052 -0.3957 1.2329 -1.1063
C -30.9083 -6.7668 -1.1220 0.3023 -0.9093 -0.7966
C -23.2015 2.8737 -0.0503 0.9144 -0.2038 0.4719
C -24.9209 9.9723 -9.5708 0.0701 1.3485 0.4099
C -22.0376 -3.9259 -4.6661 0.9516 -0.4477 0.0636
H -15.6322 10.3773 9.1780 -0.3191 -0.1689 -0.2250
H -24.7939 12.6888 -9.8193 0.1318 0.4857 -0.2654
H -28.4490 0.3835 -5.3802 0.1249 0.0238 0.3199
H -31.3766 -7.7511 -1.1161 -0.3396 0.0654 0.1171
H -32.0699 1.8062 3.9601 -0.3420 -0.5174 0.2014
H -30.4702 12.0822 7.3500 0.6477 0.0826 -0.6015
H -30.3718 1.9703 -5.1310 0.1084 -0.0703 0.0185
H -18.7224 -5.8781 -6.1098 0.1924 0.2859 -0.2381
H -26.5186 8.6702 -10.2793 0.3189 -0.0729 -0.2283
H -21.1243 16.3527 0.9132 -0.1777 -0.2176 -0.9307
H -24.0441 0.1254 13.5767 0.2490 0.1958 -0.6835
H -18.4540 17.4996 1.7810 0.2084 0.1804 -0.5024
H -20.1614 -0.9961 -6.0789 0.0971 -0.1489 0.4253
H -22.1218 6.3724 2.1123 0.3389 -0.1929 -0.2542
H -20.4572 15.4326 -2.6813 0.2805 0.1615 -0.0208
H -19.1034 -1.4288 5.2334 -0.8209 -0.0086 0.2219
H -17.7769 7.6176 8.2204 -0.1810 0.0722 0.3814
H -21.1489 -11.5300 5.1212 -0.0070 0.5129 0.2603
H -14.9794 12.2217 -7.9547 0.0823 -0.1412 -0.1435
H -17.2601 0.7992 6.0230 0.2803 0.0544 -0.0909
H -9.9064 10.8107 -7.2849 -0.1715 0.2663 0.1467
H -19.4266 -0.3289 6.6644 0.1453 -0.2178 -0.0751
H -20.2674 3.4437 -0.9438 0.0081 0.2202 0.5094
H -18.7556 16.2002 -1.2326 0.1202 0.4140 0.8979
H -32.2724 2.0477 -7.1595 -0.4863 -0.4909 0.0799
H -26.3729 12.2022 -9.2663 0.0418 -0.3469 0.0956
H -26.9128 9.5556 7.8823 0.5829 -0.5788 0.1316
H -22.0286 -7.5998 3.6943 -0.0722 0.2924 -0.2959
H -28.2062 8.5834 6.2833 0.0617 0.4699 -0.5083
H -17.4968 1.7643 4.0116 -0.2147 -0.0991 0.0990
H -33.9100 0.4898 4.1629 0.0644 0.1237 -0.0077
H -22.9645 -10.0682 2.2151 -0.1508 -0.2223 -0.2976
H -24.6428 -10.4200 4.8780 0.0130 0.3905 -0.4052
H -29.5025 -1.0006 -5.2714 -0.1218 0.0119 0.0139
H -27.4091 9.5187 -2.6546 -0.1912 -0.0898 -0.2769
H -18.9963 11.8850 1.3188 0.1258 -0.0197 0.4238
H -26.8164 2.9860 10.0645 0.1471 -0.0263 0.7776
H -32.7662 -0.7512 -6.3365 0.0858 -0.3925 0.0818
H -13.9091 12.9318 -6.7726 0.2599 -0.0940 0.0014
H -11.9665 8.6011 -6.7413 0.1764 -0.5620 -0.1855
H -24.4080 1.1551 11.2224 0.0945 -0.3341 -1.0457
H -25.9547 8.2717 -5.4074 0.0534 0.0144 0.3957
H -24.6336 -11.8295 6.5898 -0.1060 -0.0390 -0.2402
H -32.7240 -7.7333 1.3570 0.1280 0.0916 -0.0804
H -26.8402 10.3427 -10.6018 -0.0883 0.1906 0.3853
H -28.1436 -4.3441 2.6904 -0.0834 -0.3303 0.1427
H -24.4125 9.0667 -9.2398 0.0365 0.1205 0.0023
H -22.5330 5.5672 -0.8248 -0.5983 -0.0400 -0.3014
H -17.7813 13.1636 1.0711 -0.1030 -0.0196 -0.1359
H -24.3619 13.7981 -7.5642 -0.0805 -0.3108 0.2523
H -29.8704 -8.6640 2.1790 0.0546 0.4408 0.2832
H -19.7215 -5.4575 -4.2802 -0.5962 0.4866 0.8237
H -18.4711 -0.4829 -6.1444 -0.0572 0.1294 0.0045
H -23.4199 0.7278 0.1733 -0.4617 0.0030 -0.2388
H -21.0305 14.2032 -1.6338 0.1964 -0.1960 0.2613
H -24.4117 0.5466 15.1059 -0.1582 0.4536 0.4618
H -22.4034 -7.7926 1.8910 -0.1287 0.3442 0.3000
H -17.8527 5.9822 9.7626 0.1091 0.4369 -0.2707
H -19.0907 -1.6822 -7.2531 0.1010 -0.2648 0.0422
H -30.8942 2.9481 -6.8654 0.4818 -0.0101 0.0093
H -21.0742 -8.6368 2.6226 0.2969 0.3176 0.0234
H -31.9104 -5.9308 0.5365 -0.1657 0.1953 0.4251
H -12.9530 10.9523 -8.1679 0.0637 0.0216 0.1528
H -29.2643 -3.9616 1.4083 -0.1111 0.0049 0.0484
H -34.4192 2.8221 1.0654 0.2217 0.0565 -0.0365
H -20.4452 -12.6897 3.1091 0.3484 0.3997 0.0325
H -30.4328 1.5976 1.9889 -0.2311 -0.2520 0.1341
H -35.4061 1.4064 0.8370 -0.0855 -0.0513 0.0471
H -28.1348 -5.2644 1.1389 0.4317 0.2435 0.1115
H -30.4826 3.1144 2.8434 -0.2005 0.0243 0.2615
H -20.7863 13.6169 0.4979 -0.1454 -0.3791 -0.0373
H -15.0287 -2.2373 4.3037 -0.0618 -0.1042 0.4215
H -32.6944 -1.5919 -7.9184 0.0280 -0.0349 0.1396
H -31.4840 9.2456 7.1221 -0.0077 -0.0518 0.0496
H -22.6465 11.2977 -9.1604 -0.0997 -0.1856 -0.6422
H -26.1766 1.2113 13.6588 -0.1092 0.0347 -0.4941
H -20.0257 13.9319 2.0599 -0.0495 -0.2215 0.0165
H -16.6518 8.8106 7.6558 0.4294 -0.2999 -0.3470
H -30.0277 2.4735 -9.1897 0.0721 -0.1844 0.0593
H -30.5530 -8.6973 0.6062 0.0708 -0.0052 -0.0738
H -21.0065 -2.0596 -4.4989 0.4033 0.0544 -0.6482
H -29.3392 -6.5271 3.1159 0.4877 -0.1269 -0.1429
H -25.7589 9.3255 -2.3046 0.3003 -0.4665 -0.1996
H -19.3535 18.0946 0.2723 0.5851 -0.2563 -0.1180
H -12.5793 10.4846 -3.9670 0.8232 -0.0503 -0.4140
H -31.4904 0.6135 -5.1093 -0.2251 -0.0557 0.2180
H -16.5248 5.2245 10.5658 0.0318 -0.2010 0.0213
H -16.4846 2.1166 1.7911 0.0451 0.0965 -0.0550
H -23.0434 12.2086 -7.7992 -0.5318 -0.0850 0.2820
H -22.1698 -4.0677 -5.7387 0.3748 0.0039 -0.0857
H -26.0662 0.9070 11.6859 -0.1723 0.0433 -0.3592
H -24.3186 4.4342 14.4212 0.4378 -0.1463 -0.1153
H -27.6381 8.1329 8.7432 0.0030 -0.0037 -0.3226
H -25.8014 5.3460 -4.6495 -0.3489 0.5361 0.3978
H -21.6194 10.4460 -7.1820 -0.0227 -0.5163 0.3558
H -16.4240 -1.3356 2.5742 -0.3197 -0.0489 -0.2134
H -17.2551 -4.8982 -5.7302 -0.1171 0.1133 -0.3232
H -30.3231 -1.2155 -7.1252 0.0662 0.3177 0.0695
H -24.4002 10.3985 -10.4283 0.0475 -0.5918 -0.7908
H -10.8489 9.3463 -5.6055 -0.2003 0.1713 0.1755
H -21.5143 4.9360 3.0072 0.0500 -0.0653 -0.2957
H -23.7500 3.7687 2.2901 0.4440 -0.3384 -0.0359
H -25.3219 4.9378 13.0997 -0.0618 0.3511 0.1264
H -21.2495 5.5826 0.3018 0.1252 -0.0120 0.0468
H -35.2220 -1.3691 3.4924 -0.3617 -0.0454 -0.2739
H -32.4153 10.4830 7.9054 0.2175 0.3885 0.1225
H -20.0416 18.2318 1.8177 -0.0483 0.0344 0.2402
H -19.4681 0.3161 5.0017 -0.4052 -0.1900 0.0107
H -23.1367 1.4401 14.3224 -0.2550 0.4881 -0.2360
H -18.4394 14.5513 -1.2243 -0.3226 -0.4117 -0.1995
H -23.9586 -9.0184 3.1844 -0.2926 -0.4184 0.3311
H -34.8625 -1.1475 1.7389 -0.2404 0.0992 0.1179
H -21.2789 15.8689 -1.2053 0.1323 0.1128 0.0768
H -16.5119 -2.8814 5.1644 0.4502 0.1554 0.3401
H -25.9610 14.2372 -8.0630 0.1315 0.1873 -0.6375
H -24.1799 3.2309 -0.3718 -0.6637 -0.2203 0.5095
H -25.9072 13.0587 -6.9209 0.6124 -0.6205 0.2133
H -26.2125 9.7959 -3.9539 -0.0432 0.2836 0.1764
H -32.4357 1.3586 0.3192 0.4149 0.0531 0.5371
H -14.1022 9.8994 -7.3798 -0.4047 -0.2351 -0.3367
H -17.2979 6.5772 11.3369 -0.2649 -0.0163 0.0010
H -9.8084 9.2258 -7.8835 -0.3212 -0.3167 -0.1571
H -22.1210 -12.7846 3.3337 -0.3493 -0.0087 -0.4251
H -31.3736 -6.1751 -1.9103 -0.2217 0.0988 0.1760
H -18.1174 0.6153 2.8053 -0.3785 0.3171 -0.2830
H -33.3756 -0.0307 0.4327 -0.3562 -0.1663 0.3540
H -24.1440 -11.7923 3.9733 0.1431 -0.3290 -0.3074
H -26.4948 11.6014 5.0383 0.1228 0.2316 -0.1585
H -33.6394 -1.6638 2.8743 0.2353 0.2007 -0.0269
H -23.2821 10.0377 -6.4938 0.4139 0.4043 0.4666
H -21.3999 3.8128 -2.1788 -0.1682 0.2504 -0.0811
H -22.7714 2.5954 -1.0125 0.6003 0.3376 0.1219
H -14.0152 10.9609 -4.7012 0.4409 1.0659 -0.6022
H -28.6198 12.5033 6.1774 -0.3523 -0.2807 0.1240
H -18.8541 9.6725 7.6115 0.0485 0.1960 -0.3310
H -22.9970 -3.5269 -4.3367 0.3395 0.4754 0.4303
H -15.3324 1.7816 3.0921 0.1875 -0.0913 -0.1743
H -26.1003 1.6801 9.2019 -0.0069 -0.4308 0.1509
H -18.0796 10.7280 8.7528 0.5746 -0.3988 0.3869
H -19.0736 9.2662 9.2267 -0.1894 0.8191 0.5787
H -25.1055 2.9916 9.5878 -0.0310 0.3347 0.1861
H -33.0217 2.8872 3.0463 -0.4976 0.2421 -0.3218
H -34.9371 1.1438 2.8729 -0.5173 -0.1106 0.3421
H -31.5852 3.2498 -9.2234 -0.0596 0.2506 0.4580
H -32.0989 -7.6031 2.9979 -0.0987 -0.1590 0.1048
H -11.0144 10.3671 -8.5468 -0.2016 -0.3620 0.1095
H -15.5692 6.6906 8.9036 0.3244 0.2579 -0.4670
H -24.9111 6.1106 -5.9110 0.2783 0.6952 0.2399
H -33.0633 0.1280 -7.7656 0.1940 0.0200 -0.3639
H -23.8722 3.9392 11.3788 -0.4321 -0.1586 -0.1400
H -20.1893 15.8602 2.1986 0.1388 0.3546 0.3716
H -23.3396 -12.8153 5.9279 -0.1029 -0.2268 0.0118
H -30.8126 -0.3924 -8.6022 0.8253 0.3823 0.0193
H -14.1462 10.5975 10.8491 0.1812 0.0303 0.7316
H -18.7403 12.3812 -0.2510 0.2462 0.5260 -0.2951
H -18.4909 -4.5686 -3.3791 0.2101 0.4333 0.1576
H -14.3737 8.9499 11.5692 0.3983 -0.0625 -0.3757
H -15.7122 0.5437 1.8586 0.0327 -0.0364 0.1208
H -27.1712 10.0307 5.0221 -0.3630 -0.0829 0.4122
H -14.5693 8.7434 -5.4675 -0.3499 0.0343 0.3438
H -21.9384 -4.9069 -4.2015 -0.1591 -0.1767 -0.1510
H -24.0991 5.1116 1.3142 -0.2219 0.4520 -0.3084
H -29.3219 -0.0238 -3.8419 0.0686 0.2861 -0.0228
H -20.2602 5.0690 -1.6646 0.1710 -0.2019 -0.2777
H -14.4011 9.0528 -3.6436 -0.3781 -0.1513 -0.2820
H -17.9150 -1.9002 3.3495 -0.2982 0.0602 -0.0409
H -20.6054 -10.2653 3.9505 0.1010 0.0274 0.5121
H -14.4833 9.0607 9.0035 -0.0578 -0.3685 -0.3175
H -25.6434 2.5583 14.4981 0.3245 0.5548 -0.1436
H -29.6149 8.4475 7.1486 -0.3392 0.5059 0.3791
H -28.0150 11.3436 4.2110 -0.1006 -0.1208 0.0275
H -22.1251 1.3005 1.0513 0.0060 0.6225 0.5022
H -17.5943 -6.3327 -4.8711 -0.1386 -0.0874 0.3481
H -22.7522 9.1707 -7.8311 0.5782 0.0203 -0.3216
H -26.9346 9.6090 -8.9253 -0.2244 0.5072 -0.0229
H -32.3116 -9.1966 2.1912 0.0092 -0.0012 0.2983
H -27.4842 11.6180 7.1892 0.2337 0.2015 0.1835
H -31.5223 1.5926 -9.5488 0.1558 -0.3803 0.1598
H -30.1068 10.9077 8.5208 0.4681 -0.1471 0.4004
H -29.8964 -6.9734 -1.4703 0.2260 0.1614 0.0976
H -15.6920 10.0239 11.6188 0.0337 0.4991 -0.1254
H -17.6710 -2.8078 -5.6828 0.0513 -0.0764 0.3666
H -16.9653 -0.9259 6.1907 0.1324 0.0477 0.0189
H -30.4924 -5.0873 -0.0778 0.2319 0.1681 0.8132
H -30.6107 -5.4717 2.7992 -0.5653 0.2366 -0.2026
H -20.5651 -3.0666 -3.2588 -0.0862 -0.4996 0.5151
H -34.5436 2.0426 -0.5196 0.2335 0.0440 -0.0383
H -23.8510 1.5554 1.6300 0.3920 0.1343 0.2423
H -22.9719 -11.4028 6.8024 0.0812 0.6416 -0.3214
H -15.0888 7.1521 10.5320 -0.0337 -0.1377 0.0342
H -23.6747 5.5589 13.1574 0.1807 -0.1576 0.1862
H -28.0636 9.8266 9.0400 -0.6685 -0.2008 0.2175
H -22.9507 5.8124 3.4646 -0.3181 -0.3136 0.1188
H -31.3010 2.9656 1.3285 0.0659 0.0097 -0.1580
H -15.9975 -3.5775 3.6921 -0.1749 0.2295 -0.5048
H -31.9703 10.6231 6.1868 -0.1752 0.0426 -0.0013
H -18.4192 -2.0233 -4.2335 0.6641 0.6263 0.1055
H -15.2291 11.9154 -6.2687 0.1614 -0.4076 0.1058
H -13.1353 8.2571 -4.5698 -0.3645 -0.7650 0.1112
H -21.4696 -11.6342 2.1073 -0.0611 -0.2176 -0.0136
H -26.6053 5.9757 -6.0966 -0.2195 -0.2830 0.1134
H -23.0206 3.0698 12.5861 -0.0285 -0.7256 0.1989
```
Forces are in eV/Å.

Summary:
Calculated total energy: -110173.0595 eV
Charge: 0
Largest force on an atom: 2.675 eV/A
Kohn-Sham gap: 8.49 eV
Lowest unoccupied orbital energy: 0.016 Eh

Atom charges from the Mulliken analysis, given in e for atoms 1 to 99:
1 O -0.638
2 N 0.116
3 N 0.028
4 N 0.170
5 N 0.174
6 N 0.123
7 N 0.025
8 N 0.030
9 N 0.000
10 N -0.098
11 N 0.067
12 N 0.099
13 N 0.163
14 N 0.127
15 N 0.073
16 C -0.577
17 C -1.189
18 C -0.480
19 C -1.196
20 C -1.062
21 C -1.011
22 C -0.212
23 C -1.362
24 C -1.351
25 C -0.519
26 C -0.394
27 C -1.379
28 C -0.440
29 C -1.066
30 C -0.607
31 C -1.245
32 C -1.303
33 C 0.694
34 C -1.177
35 C -0.645
36 C -1.309
37 C -0.803
38 C -0.414
39 C -1.334
40 C -1.097
41 C -0.418
42 C -1.283
43 C -0.765
44 C -0.618
45 C -0.466
46 C -0.577
47 C -0.991
48 C -0.446
49 C -0.410
50 C -1.360
51 C -1.310
52 C -0.630
53 C -1.341
54 C -0.634
55 C -1.246
56 C -0.395
57 C -0.547
58 C -0.923
59 C -1.029
60 C -0.374
61 C -1.301
62 C -1.212
63 C -0.486
64 C -0.397
65 C -0.414
66 C -1.206
67 C -0.643
68 C -1.245
69 C -0.465
70 C -0.415
71 C -1.211
72 C -0.584
73 C -1.314
74 C -0.520
75 C -0.842
76 C -0.924
77 C -0.417
78 C -1.197
79 C -1.293
80 C -1.357
81 C -1.225
82 C -0.737
83 C -1.052
84 C -1.035
85 C -1.252
86 C -1.313
87 C -0.361
88 C -0.508
89 C -1.257
90 C -0.378
91 C -0.267
92 C -0.445
93 C -1.487
94 C -0.523
95 C -0.407
96 C -1.293
97 H 0.432
98 H 0.346
99 H 0.316